{
  "formula": "C10H12O3",
  "method": "ωB97M-V/def2-TZVPD",
  "total_energy_ha": -613.782771,
  "smiles": "COc1cc(/C=C\\CO)ccc1O",
  "spin_multiplicity": 1,
  "total_charge": 0,
  "de_lowest_ev": 5.802,
  "lumo_ev": 0.383,
  "homo_lumo_gap_ev": 8.79,
  "elements": ["C", "O", "C", "C", "C", "C", "C", "C", "O", "C", "C", "C", "O", "H", "H", "H", "H", "H", "H", "H", "H", "H", "H", "H", "H"],
  "positions_angstrom": [[0.200, 3.160, -1.787], [0.042, 2.347, -0.695], [0.522, 1.074, -0.731], [-0.395, 0.071, -0.389], [0.105, -1.212, -0.240], [-0.786, -2.432, 0.254], [-1.716, -2.319, 1.205], [-2.427, -1.033, 1.797], [-3.413, -1.496, 2.999], [1.410, -1.468, -0.713], [2.382, -0.458, -0.659], [1.902, 0.803, -0.778], [2.778, 1.968, -0.837], [1.281, 3.464, -2.094], [-0.390, 2.591, -2.628], [-0.390, 4.032, -1.398], [-1.481, 0.308, -0.105], [-0.353, -3.428, -0.123], [-2.494, -3.064, 1.379], [-1.850, -0.101, 2.175], [-3.078, -0.639, 1.135], [-2.676, -1.589, 3.792], [1.809, -2.401, -0.655], [3.427, -0.736, -0.767], [3.757, 1.889, -0.197]],
  "atomic_forces_ev_per_a": [[-0.8, 0.9, -2.1], [0.7, -1.3, 1.8], [-0.4, 0.1, 0.8], [-0.7, 0.4, 0.7], [-1.1, -2.5, -0.8], [2.7, 1.0, -0.5], [-2.2, 1.6, -0.2], [1.6, -1.2, 4.2], [5.4, 0.6, 0.5], [-0.4, 2.2, 2.7], [-0.8, -1.3, -1.9], [1.5, 3.3, 0.7], [2.9, -1.4, 2.5], [-1.9, -0.8, 0.6], [1.3, 1.6, 0.8], [0.7, -0.2, -1.3], [2.0, -0.1, -0.7], [-1.3, 1.4, 0.6], [0.9, -0.7, 0.2], [-0.4, -2.0, -0.4], [-2.4, 0.9, -2.3], [-3.0, 0.2, -2.9], [0.6, -2.9, 0.0], [-0.1, 0.3, 0.1], [-4.8, -0.2, -2.9]],
  "nbo_charge": [-0.253, -0.512, 0.247, -0.238, -0.055, -0.182, -0.234, -0.109, -0.745, -0.189, -0.251, 0.240, -0.725, 0.198, 0.166, 0.199, 0.234, 0.222, 0.230, 0.199, 0.184, 0.459, 0.199, 0.225, 0.493]
}

---

{
  "formula": "C32H26Cl2GeN2RuS6",
  "method": "ωB97M-V/def2-TZVPD",
  "total_energy_ha": -6825.822417,
  "spin_multiplicity": 6,
  "total_charge": -1,
  "de_lowest_ev": 0.000,
  "lumo_ev": [2.438, 2.250],
  "s2": 8.77,
  "homo_lumo_gap_ev": [6.32, 7.37],
  "elements": ["Ru", "Cl", "C", "C", "C", "C", "C", "Cl", "C", "S", "H", "H", "H", "C", "S", "C", "C", "S", "S", "C", "S", "S", "H", "H", "H", "N", "C", "C", "C", "N", "H", "H", "H", "H", "C", "Ge", "C", "C", "C", "C", "C", "C", "C", "C", "C", "C", "C", "C", "C", "C", "C", "C", "C", "C", "H", "H", "H", "H", "H", "H", "H", "H", "H", "H", "H", "H", "H", "H", "H", "H"],
  "positions_angstrom": [[0.106, -0.392, 0.373], [-0.461, 0.432, 3.275], [-1.163, -1.083, 3.780], [-1.050, -1.388, 5.126], [-1.576, -2.576, 5.605], [-2.203, -3.439, 4.723], [-2.296, -3.108, 3.382], [-3.103, -4.267, 2.355], [-1.781, -1.923, 2.839], [-1.934, -1.589, 1.113], [-0.549, -0.691, 5.782], [-1.492, -2.829, 6.653], [-2.620, -4.377, 5.059], [3.237, -2.844, -1.763], [4.412, -2.431, -0.458], [4.402, -0.682, -0.594], [3.579, 0.176, 0.049], [2.347, -0.133, 1.252], [3.844, 1.853, -0.343], [5.138, 1.687, -1.458], [5.861, 2.962, -2.228], [5.564, 0.045, -1.679], [3.126, -3.930, -1.768], [3.604, -2.516, -2.736], [2.275, -2.381, -1.548], [-2.296, 1.646, -0.011], [-2.869, 2.842, -0.213], [-1.867, 3.786, -0.130], [-0.705, 3.040, 0.135], [-0.980, 1.748, 0.203], [-2.717, 0.726, 0.046], [-3.926, 2.926, -0.393], [-1.961, 4.850, -0.245], [0.311, 3.372, 0.273], [0.205, -0.504, -1.696], [-0.685, -1.812, -2.742], [-0.398, -1.544, -4.659], [-1.188, -2.192, -5.612], [-1.001, -1.978, -6.971], [-0.017, -1.098, -7.404], [0.772, -0.437, -6.474], [0.579, -0.660, -5.115], [-2.616, -1.665, -2.448], [-3.217, -0.404, -2.504], [-4.571, -0.242, -2.248], [-5.353, -1.345, -1.922], [-4.772, -2.602, -1.860], [-3.414, -2.758, -2.121], [-0.198, -3.661, -2.332], [-0.116, -4.112, -1.013], [0.292, -5.409, -0.726], [0.631, -6.282, -1.752], [0.553, -5.849, -3.068], [0.141, -4.551, -3.352], [0.412, 0.419, -2.250], [-1.976, -2.867, -5.291], [-1.624, -2.493, -7.692], [0.131, -0.926, -8.463], [1.538, 0.254, -6.805], [1.206, -0.142, -4.397], [-2.615, 0.467, -2.744], [-5.020, 0.743, -2.302], [-6.408, -1.222, -1.713], [-5.372, -3.464, -1.591], [-2.969, -3.743, -2.041], [-0.374, -3.455, -0.184], [0.346, -5.731, 0.307], [0.957, -7.290, -1.527], [0.822, -6.517, -3.878], [0.107, -4.233, -4.386]],
  "atomic_forces_ev_per_a": [[0.0, 0.1, -0.5], [-0.2, -0.1, 0.1], [0.1, 0.2, -0.1], [-0.1, -0.1, 0.0], [0.0, 0.0, 0.0], [0.0, 0.0, 0.0], [-0.1, -0.2, 0.0], [0.1, 0.1, 0.0], [0.0, 0.1, -0.1], [0.2, 0.1, 0.3], [0.0, 0.0, 0.0], [0.0, 0.0, 0.0], [0.0, 0.0, 0.0], [-0.1, 0.0, -0.1], [0.1, 0.1, 0.1], [-0.1, 0.0, 0.1], [-0.2, -0.1, 0.0], [0.2, -0.1, 0.1], [-0.2, 0.3, 0.2], [0.1, 0.1, -0.2], [0.0, -0.1, 0.1], [0.2, -0.2, -0.1], [0.0, 0.0, 0.0], [0.0, 0.0, 0.0], [0.0, 0.0, 0.0], [0.1, -0.1, 0.1], [0.0, 0.0, 0.0], [0.0, -0.1, 0.0], [0.1, 0.0, 0.0], [-0.1, -0.1, 0.1], [0.0, 0.0, 0.0], [0.0, 0.0, 0.0], [0.0, 0.0, 0.0], [0.0, 0.0, 0.0], [0.0, 0.1, 0.2], [0.0, 0.1, 0.0], [-0.1, 0.0, -0.3], [0.0, 0.1, 0.0], [0.0, 0.0, 0.0], [0.0, 0.0, 0.0], [0.0, 0.0, 0.1], [0.1, -0.1, 0.0], [-0.3, 0.0, 0.0], [0.0, 0.0, 0.0], [0.0, 0.0, 0.0], [0.0, 0.0, 0.0], [0.1, 0.0, 0.0], [-0.1, 0.0, 0.0], [0.1, -0.1, 0.0], [0.0, 0.0, 0.1], [0.0, 0.0, 0.0], [0.0, 0.1, 0.0], [0.0, 0.0, 0.0], [0.1, -0.1, 0.1], [0.2, -0.1, 0.0], [0.0, 0.0, 0.0], [0.0, 0.0, 0.0], [0.0, 0.0, 0.0], [0.0, 0.0, 0.0], [0.0, 0.0, 0.0], [0.0, 0.0, 0.0], [0.0, 0.0, 0.0], [0.0, 0.0, 0.0], [0.0, 0.0, 0.0], [0.0, 0.0, 0.0], [0.0, -0.1, -0.2], [0.0, 0.0, 0.0], [0.0, 0.0, 0.0], [0.0, 0.0, 0.0], [0.0, 0.0, 0.0]],
  "nbo_charge": [0.970, 0.025, -0.077, -0.230, -0.224, -0.224, -0.081, -0.004, -0.097, -0.376, 0.225, 0.212, 0.221, -0.741, 0.259, -0.465, -0.337, -0.293, 0.485, -0.582, -0.155, 0.479, 0.228, 0.213, 0.243, -0.322, -0.039, -0.353, -0.030, -0.306, 0.451, 0.219, 0.227, 0.223, -1.139, 1.546, -0.451, -0.147, -0.245, -0.222, -0.219, -0.195, -0.411, -0.225, -0.226, -0.243, -0.158, -0.223, -0.355, -0.228, -0.222, -0.213, -0.230, -0.240, 0.183, 0.200, 0.202, 0.203, 0.208, 0.220, 0.216, 0.199, 0.202, 0.197, 0.217, 0.232, 0.211, 0.202, 0.203, 0.214]
}

---

{
  "formula": "C21H28AuCl2F3N4OSi",
  "method": "ωB97M-V/def2-TZVPD",
  "total_energy_ha": -2755.893759,
  "spin_multiplicity": 3,
  "total_charge": 2,
  "de_lowest_ev": 0.065,
  "lumo_ev": [-5.872, -8.214],
  "s2": 2.05,
  "homo_lumo_gap_ev": [8.69, 6.57],
  "elements": ["Au", "Cl", "C", "Cl", "H", "H", "N", "C", "N", "C", "C", "O", "C", "C", "H", "H", "H", "H", "H", "H", "H", "H", "F", "C", "F", "F", "C", "C", "C", "N", "C", "C", "H", "H", "H", "H", "C", "Si", "C", "C", "N", "C", "C", "C", "C", "C", "C", "H", "H", "H", "H", "H", "H", "H", "H", "H", "H", "H", "H", "H", "H"],
  "positions_angstrom": [[-0.423, -1.267, -1.085], [-1.213, -1.948, 3.093], [-2.359, -0.668, 2.750], [-2.207, -0.061, 1.059], [-2.163, 0.177, 3.397], [-3.369, -1.042, 2.856], [0.305, -2.873, -0.013], [0.749, -3.892, 0.323], [1.266, -4.993, 0.743], [1.871, -5.091, 2.099], [1.041, -6.058, 2.923], [0.920, -7.299, 2.259], [0.233, -7.176, 1.031], [1.013, -6.295, 0.073], [1.905, -4.097, 2.543], [2.887, -5.463, 1.970], [0.048, -5.634, 3.122], [1.537, -6.249, 3.873], [-0.769, -6.761, 1.198], [0.132, -8.177, 0.616], [0.478, -6.121, -0.858], [1.987, -6.733, -0.147], [-5.053, 2.535, -4.622], [-4.810, 1.259, -4.929], [-5.950, 0.576, -4.859], [-4.355, 1.207, -6.184], [-3.766, 0.693, -3.982], [-2.499, 1.258, -3.964], [-1.553, 0.740, -3.109], [-1.831, -0.293, -2.295], [-3.061, -0.830, -2.302], [-4.055, -0.363, -3.139], [-2.249, 2.092, -4.606], [-0.556, 1.149, -3.057], [-3.245, -1.645, -1.616], [-5.034, -0.819, -3.125], [3.519, -1.996, -3.033], [1.882, -1.288, -3.515], [1.933, -0.135, -4.959], [0.645, -2.634, -3.814], [1.233, -0.327, -2.075], [1.698, 0.820, -1.577], [2.939, 1.366, -2.048], [3.419, 2.543, -1.540], [2.697, 3.235, -0.561], [1.481, 2.728, -0.082], [0.990, 1.547, -0.567], [3.735, -2.841, -3.691], [3.509, -2.369, -2.006], [4.346, -1.293, -3.128], [2.183, -0.712, -5.854], [2.677, 0.655, -4.865], [0.962, 0.332, -5.139], [0.967, -3.187, -4.700], [-0.361, -2.261, -4.016], [0.601, -3.346, -2.987], [3.510, 0.828, -2.790], [4.362, 2.937, -1.893], [3.082, 4.166, -0.168], [0.931, 3.273, 0.673], [0.052, 1.157, -0.191]],
  "atomic_forces_ev_per_a": [[-0.3, -0.5, 0.0], [0.0, 0.0, 0.0], [0.0, 0.1, -0.1], [-0.1, 0.0, 0.2], [0.0, 0.0, 0.0], [0.0, 0.0, 0.0], [0.1, 0.2, -0.2], [0.1, 0.1, 0.1], [0.0, -0.1, 0.0], [0.0, 0.1, -0.1], [0.0, -0.1, 0.0], [0.0, 0.0, 0.0], [0.0, -0.1, 0.1], [0.1, 0.2, 0.0], [0.0, 0.0, 0.0], [0.0, 0.0, 0.0], [0.0, 0.0, 0.0], [0.0, 0.0, 0.0], [0.0, 0.0, 0.0], [0.0, 0.0, 0.0], [0.0, 0.0, 0.0], [0.0, 0.0, 0.0], [0.0, 0.0, 0.0], [0.0, 0.0, 0.0], [0.0, 0.0, 0.0], [0.0, 0.0, 0.0], [0.0, 0.0, 0.0], [0.0, 0.1, 0.0], [-0.1, -0.1, 0.1], [0.0, 0.2, 0.0], [0.0, 0.1, 0.0], [0.0, 0.0, 0.0], [0.0, 0.0, 0.0], [0.0, 0.0, 0.0], [0.0, 0.0, 0.0], [0.0, 0.0, 0.0], [0.1, -0.1, 0.1], [-0.1, 0.2, 0.1], [0.0, 0.1, -0.1], [-0.1, -0.1, 0.1], [0.4, 0.0, -0.2], [0.1, -0.1, -0.1], [0.0, 0.1, 0.0], [0.0, 0.0, 0.0], [0.0, 0.1, 0.0], [0.0, 0.0, 0.0], [0.0, 0.0, 0.0], [0.0, 0.0, 0.0], [0.0, 0.0, 0.0], [0.0, 0.0, 0.0], [0.0, 0.0, 0.0], [0.0, 0.0, 0.0], [0.0, 0.0, 0.0], [0.0, 0.0, 0.0], [0.0, 0.0, 0.0], [0.0, 0.0, 0.0], [0.0, 0.0, 0.0], [0.0, 0.0, 0.0], [0.0, 0.0, 0.0], [0.0, 0.0, 0.0], [0.0, 0.0, 0.0]],
  "nbo_charge": [1.139, 0.003, -0.369, -0.079, 0.244, 0.243, -0.630, 0.656, -0.437, -0.231, -0.088, -0.494, -0.088, -0.230, 0.228, 0.230, 0.175, 0.230, 0.175, 0.230, 0.225, 0.230, -0.297, 0.966, -0.297, -0.299, -0.047, -0.151, 0.035, -0.523, 0.060, -0.201, 0.258, 0.227, 0.232, 0.273, -1.146, 1.782, -1.145, -1.154, -0.760, 0.129, -0.177, -0.187, -0.083, -0.212, -0.148, 0.270, 0.253, 0.259, 0.275, 0.255, 0.247, 0.277, 0.245, 0.241, 0.230, 0.250, 0.245, 0.247, 0.210]
}

---

{
  "formula": "C18H20Cl2N4O4Pt",
  "method": "ωB97M-V/def2-TZVPD",
  "total_energy_ha": -2256.934267,
  "spin_multiplicity": 1,
  "total_charge": 2,
  "lumo_ev": [-10.607, -10.607],
  "homo_lumo_gap_ev": [4.67, 4.57],
  "elements": ["Pt", "O", "C", "C", "C", "C", "C", "C", "C", "N", "C", "C", "N", "H", "H", "H", "H", "H", "H", "H", "Cl", "C", "Cl", "H", "H", "C", "C", "C", "C", "C", "C", "O", "N", "C", "O", "N", "C", "O", "H", "H", "H", "H", "H", "H", "H", "H", "H", "H", "H"],
  "positions_angstrom": [[-0.500, 0.062, 0.168], [1.662, -0.273, 0.042], [2.558, -0.208, 0.921], [3.924, -0.183, 0.462], [4.977, -0.176, 1.326], [4.748, -0.166, 2.712], [3.453, -0.146, 3.203], [2.338, -0.179, 2.363], [1.008, -0.230, 2.910], [-0.150, -0.426, 2.260], [-1.149, -0.442, 3.176], [-0.603, -0.244, 4.422], [0.730, -0.130, 4.235], [4.055, -0.187, -0.607], [5.989, -0.172, 0.945], [5.585, -0.167, 3.394], [3.317, -0.117, 4.272], [-2.168, -0.641, 2.899], [-1.072, -0.164, 5.384], [1.416, 0.005, 4.964], [-5.160, -1.416, -0.052], [-3.877, -0.250, -0.440], [-2.380, -1.123, -0.865], [-3.678, 0.372, 0.435], [-4.176, 0.343, -1.306], [2.929, 4.521, -0.206], [2.205, 5.073, 1.014], [0.758, 4.571, 1.117], [0.012, 5.116, 2.347], [-1.398, 4.557, 2.492], [0.025, 5.010, -0.154], [-0.095, 6.166, -0.431], [-0.477, 4.009, -0.968], [-0.543, 2.702, -0.614], [-1.156, 1.854, -1.270], [0.070, 2.287, 0.513], [0.817, 3.023, 1.336], [1.467, 2.573, 2.246], [3.969, 4.836, -0.195], [2.477, 4.876, -1.130], [2.913, 3.431, -0.210], [2.180, 6.166, 0.959], [2.742, 4.803, 1.924], [-0.037, 6.205, 2.256], [0.595, 4.888, 3.240], [-2.034, 4.878, 1.670], [-1.838, 4.910, 3.422], [-1.392, 3.467, 2.523], [-0.905, 4.293, -1.847]],
  "atomic_forces_ev_per_a": [[-1.3, 3.6, 1.2], [2.0, -0.3, 1.6], [-0.9, 0.0, -2.0], [1.2, 0.2, 0.1], [-0.1, 0.0, -1.4], [-0.8, 0.1, 0.3], [-0.3, 0.0, 0.1], [-0.9, -0.2, 1.5], [0.9, 0.0, -0.4], [-0.7, 0.1, -1.6], [0.2, -0.2, -0.5], [0.4, 0.0, 0.1], [-0.2, 0.0, 0.1], [0.1, 0.0, -0.2], [0.0, 0.0, 0.0], [0.0, 0.0, 0.1], [0.1, 0.0, 0.1], [-0.1, 0.1, 0.0], [0.0, -0.1, 0.1], [-0.1, 0.1, 0.0], [0.5, 0.5, -0.2], [-1.2, 0.2, 0.5], [0.8, -0.4, 0.3], [0.0, -0.2, -0.3], [0.2, -0.2, 0.1], [0.0, 0.1, 0.1], [0.1, 0.3, 0.0], [0.1, -0.9, 0.1], [-0.1, 0.3, 0.1], [0.2, 0.1, 0.1], [0.5, 0.3, 1.1], [-0.1, 0.1, -0.3], [-0.6, -0.6, -0.9], [0.9, 1.3, 1.0], [0.0, -2.1, -0.4], [-1.1, -3.0, -0.8], [0.1, 2.1, -0.3], [0.5, -0.9, 0.7], [0.1, 0.0, -0.1], [0.0, 0.0, -0.1], [0.0, -0.2, -0.1], [-0.1, -0.1, 0.1], [-0.2, 0.0, 0.0], [0.1, -0.1, 0.0], [0.1, 0.0, -0.1], [-0.1, 0.0, -0.1], [-0.1, 0.0, 0.0], [-0.1, -0.1, 0.0], [0.0, 0.0, 0.2]],
  "mulliken_charge": [1.328, -0.715, 0.964, -0.291, -0.696, -0.501, -0.900, 0.781, 0.367, -0.462, -0.290, -0.456, 0.005, 0.547, 0.464, 0.491, 0.440, 0.507, 0.462, 0.178, -0.088, -0.222, -0.042, 0.177, 0.397, -1.065, -1.241, 2.220, -1.253, -1.062, -0.183, -0.523, 0.075, 0.572, -0.676, -0.523, -0.286, -0.574, 0.488, 0.310, 0.156, 0.481, 0.446, 0.490, 0.454, 0.287, 0.488, 0.157, 0.320]
}